Density functional theory data (wB97M-V/def2-TZVPD) for a structure of composition C46H49Cl2KN6O4P2S3Te in a non-equilibrium geometry.

Calculated values
HOMO level: -2.19 eV
Maximum force: 0.0385 Eh/bohr
Electronic energy: -6077.3614 Eh
E_LUMO: 3.9 eV
Energy relative to the best compared isomer or geometry (same formula, charge and spin): 7.4 kcal/mol
Orbital gap: 6.1 eV
Charge: -2

Cartesian coordinates (Å):
K1 1.76693 0.92792 -0.37013
S1 -1.08096 2.46551 2.41836
P1 -1.74098 2.32775 0.51624
C1 -0.87691 1.25312 -0.47873
P2 -1.37889 1.08178 -2.09283
S2 -1.12299 -0.74889 -2.91479
C2 -3.13630 1.53607 -2.46634
C3 -3.52989 2.84999 -2.71071
C4 -4.86000 3.16220 -2.95572
C5 -5.82231 2.16413 -2.93289
C6 -5.44474 0.85568 -2.66131
C7 -4.11274 0.54428 -2.43722
C8 -0.48800 2.15509 -3.32719
C9 0.82518 2.54824 -3.07867
C10 1.52218 3.35313 -3.96776
C11 0.91880 3.76737 -5.14568
C12 -0.37131 3.34088 -5.43458
C13 -1.06059 2.53604 -4.53958
C14 -1.84516 4.10726 0.03169
C15 -1.01295 4.59542 -0.96456
C16 -0.98275 5.94982 -1.27674
C17 -1.78823 6.83741 -0.58253
C18 -2.60269 6.36549 0.44250
C19 -2.61714 5.01711 0.75687
C20 -3.51485 1.80488 0.67780
C21 -4.64659 2.57353 0.44228
C22 -5.92046 2.04520 0.62804
C23 -6.08300 0.73537 1.04434
C24 -4.95750 -0.05295 1.26308
C25 -3.69547 0.47938 1.08094
H1 -2.79126 3.64217 -2.72487
H2 -5.14220 4.18970 -3.15479
H3 -6.86380 2.40626 -3.11069
H4 -6.19164 0.07158 -2.62441
H5 -3.80787 -0.47815 -2.24752
H6 1.31296 2.24486 -2.16634
H7 2.53727 3.64930 -3.73368
H8 1.44975 4.41155 -5.83666
H9 -0.84652 3.63970 -6.36200
H10 -2.05899 2.19892 -4.78764
H11 -0.36783 3.90693 -1.48821
H12 -0.32098 6.30415 -2.05792
H13 -1.76678 7.89522 -0.81796
H14 -3.21338 7.05741 1.01152
H15 -3.20782 4.66270 1.59233
H16 -4.54985 3.58966 0.08547
H17 -6.78800 2.66262 0.42384
H18 -7.07640 0.32262 1.17701
H19 -5.06094 -1.08965 1.56097
H20 -2.82501 -0.15003 1.22641
C26 0.32134 -0.04093 4.63135
C27 -0.48096 -1.08971 3.96703
N1 -1.16829 -2.01249 4.57949
N2 -1.66730 -2.76846 3.56586
C28 -1.29288 -2.35889 2.34541
S3 -1.73097 -3.11601 0.88788
N3 -0.55087 -1.25844 2.60406
N4 0.10969 -0.49428 1.64936
H21 0.18645 -0.13813 5.70602
H22 -0.00076 0.94661 4.30096
H23 1.37414 -0.17732 4.37139
H24 -2.25078 -3.56498 3.74250
H25 0.55994 0.27057 2.14503
H26 -0.52367 -0.04637 0.93957
O1 2.61366 -1.10987 -0.80024
O2 2.01867 -1.49943 -2.12894
C29 4.60528 -2.48315 4.57640
C30 4.52156 -1.46631 3.43898
C31 4.99578 -0.10666 3.94043
C32 5.40407 -1.90966 2.26582
N5 3.09553 -1.29835 3.04545
N6 2.53946 -2.42255 2.36690
H27 5.61578 -2.51102 4.98925
H28 4.36267 -3.49242 4.23459
H29 3.90706 -2.20971 5.36894
H30 6.03062 -0.16931 4.28655
H31 4.36962 0.23117 4.76677
H32 4.92719 0.63901 3.14946
H33 6.45700 -1.87995 2.55484
H34 5.26033 -1.24063 1.41401
H35 5.17587 -2.92779 1.94480
H36 3.09714 -0.52031 2.38919
H37 2.61690 -3.23081 2.97254
H38 3.03737 -2.62970 1.50143
Cl1 4.60465 4.32376 2.66566
C33 3.04001 3.46001 2.45650
Cl2 2.59549 2.64849 3.97034
C34 3.15525 2.50399 1.23779
O3 2.72910 3.00382 0.18229
O4 3.62931 1.36454 1.42962
H39 2.28744 4.21454 2.26034
Te1 0.66349 -2.18248 -0.92871
C35 -0.06909 -3.62362 -2.40767
C36 -0.99109 -4.63057 -2.15490
C37 -1.27713 -5.58952 -3.11867
C38 -0.64034 -5.55880 -4.34997
C39 0.27799 -4.55124 -4.61251
C40 0.56232 -3.59422 -3.64945
C41 1.91410 -3.88270 -0.40140
C42 1.45735 -4.91161 0.41101
C43 2.26892 -6.00761 0.67823
C44 3.54187 -6.08431 0.13089
C45 3.99729 -5.05508 -0.68280
C46 3.19015 -3.95619 -0.94635
H40 -1.50649 -4.68567 -1.20359
H41 -2.00195 -6.36516 -2.89965
H42 -0.85912 -6.31087 -5.09860
H43 0.77691 -4.50738 -5.57355
H44 1.27541 -2.80998 -3.86790
H45 0.46488 -4.85899 0.84420
H46 1.90220 -6.80310 1.31705
H47 4.17501 -6.93900 0.33844
H48 4.99301 -5.10019 -1.10865
H49 3.54604 -3.14030 -1.56008

Cartesian forces (eV/Å) of the 2 atoms listed first:
K -0.6 0.4 0.0
S 0.0 0.0 -0.1